1.
The following is a quantum chemistry calculation of a 4-piece molecular cluster, C6H19NO3 overall, from OMol25.

Computed properties:
- Energy: -520.4631 a.u.
- 2S+1: 1
- SMILES: C[C@@H]1CCCN1C.O.O.O
- Maximum force: 3.3 eV Å⁻¹

Geometry as XYZ:
```
29
Properties=species:S:1:pos:R:3:nbo_charge:R:1
C -0.82164 1.71846 1.23813 -0.423
N -0.03282 0.77744 0.42752 -0.494
C 0.75102 -0.16663 1.26349 -0.242
C 2.20332 -0.14392 0.77682 -0.420
C 2.17604 0.61842 -0.57030 -0.426
C 0.89644 1.48775 -0.48453 -0.049
C 0.24614 1.65557 -1.84975 -0.612
H -0.22312 2.39799 1.92380 0.182
H -1.43272 2.30877 0.56425 0.202
H -1.57821 1.10789 1.81856 0.220
H 0.30131 -1.17132 1.19610 0.210
H 0.71449 0.04405 2.34568 0.202
H 2.81915 0.39689 1.45981 0.209
H 2.60695 -1.18620 0.64317 0.214
H 2.16382 -0.11188 -1.38765 0.203
H 3.07714 1.21168 -0.67873 0.226
H 1.17629 2.54157 -0.09310 0.182
H -0.13731 0.64234 -2.25754 0.212
H -0.60232 2.29218 -1.75397 0.209
H 0.94244 2.13294 -2.54514 0.215
H 0.35538 -1.04540 -1.19157 0.492
H 0.25416 -2.57164 -1.40307 0.481
O -0.00523 -1.77417 -1.78060 -0.940
H -1.75898 -0.11005 -0.30272 0.493
H -1.60335 -1.41749 -1.22370 0.505
O -2.25209 -0.92921 -0.58596 -1.005
H -2.12420 -1.75090 0.87953 0.494
H -2.97083 -2.60558 1.86980 0.464
O -2.04996 -2.24236 1.72915 -1.000
```

***

2.
The following is a quantum chemistry calculation of C5H7N3 in the gas phase, from OMol25.

Computed properties:
- Energy: -358.7850 a.u.
- 2S+1: 1
- SMILES: [H]/N=C/N(C)/C=C\C#N
- Maximum force: 11.1 eV Å⁻¹

Geometry as XYZ:
```
15
Properties=species:S:1:pos:R:3:nbo_charge:R:1
C -0.33167 -1.14361 -0.08658 -0.488
C -2.04527 0.42198 -0.08555 0.286
C 0.24590 1.17404 -0.26211 0.098
C 1.59229 1.16135 0.29765 -0.416
C 2.34390 -0.09004 0.40327 0.220
H -1.10520 -2.05062 -0.03291 0.270
H 0.32341 -1.33922 -1.01473 0.240
H -0.05486 -1.02249 1.04612 0.228
H -2.28979 1.52878 -0.12938 0.159
H -3.77379 -0.19930 0.40599 0.337
H -0.24691 2.09620 -0.46626 0.197
H 1.96634 2.25573 0.76826 0.289
N -0.80039 0.21894 -0.56123 -0.437
N -2.88701 -0.59229 0.43547 -0.700
N 2.88025 -1.11400 -0.18526 -0.282
```

***

3.
The following is a quantum chemistry calculation of a 5-piece molecular cluster, C26H58BClNO6S2 overall, from OMol25.

Computed properties:
- Energy: -2813.0115 a.u.
- 2S+1: 1
- Total charge: -1
- Maximum force: 2.3 eV Å⁻¹

Geometry as XYZ:
```
95
Properties=species:S:1:pos:R:3:mulliken_charge:R:1
O 8.27691 2.06228 0.08023 -0.565
C 7.58909 1.39788 -0.67595 0.353
Cl 8.39215 -0.00315 -1.50015 -0.227
C 6.13562 1.62316 -0.96286 -0.573
B 5.25860 0.36930 -1.63466 0.509
C 3.71365 0.90256 -1.84898 -0.907
C 2.94635 1.04485 -0.51268 -0.035
C 1.63442 0.25474 -0.37215 -0.707
S 1.49753 -1.35957 -1.17919 -0.180
C 2.46949 -2.50244 -0.31927 -0.348
S 2.30403 -4.07009 -0.76656 -0.298
N 3.30363 -2.04278 0.69729 0.709
C 2.62642 -2.06015 2.00160 -0.317
C 3.56341 -1.69444 3.13515 -0.780
O 4.79147 -2.38147 3.11304 -0.454
C 5.40832 -2.11808 1.86736 -0.608
C 4.57832 -2.75331 0.78034 -1.010
H 5.73681 1.92107 0.00195 0.227
H 6.04174 2.46755 -1.64127 0.307
H 5.31564 -0.54751 -0.83545 -0.353
H 5.80713 0.03786 -2.67454 -0.262
H 3.81429 1.90758 -2.26111 0.246
H 3.15595 0.33132 -2.58621 0.236
H 3.59983 0.84828 0.32795 -0.075
H 2.65782 2.09028 -0.41550 0.449
H 1.44046 0.07825 0.68001 0.283
H 0.80522 0.85400 -0.72146 0.514
H 2.10449 -3.00846 2.15187 0.313
H 1.85926 -1.29085 1.98749 0.074
H 3.07431 -1.88309 4.07978 0.368
H 3.78935 -0.63239 3.02528 0.361
H 5.50647 -1.04824 1.70686 0.307
H 6.39287 -2.56631 1.83709 0.403
H 5.11085 -2.67992 -0.15644 0.572
H 4.42485 -3.78620 1.08518 0.385
C 0.25519 0.10502 -5.37331 -1.347
C -0.35271 -0.03253 -3.98917 0.444
O -0.69956 1.20188 -3.38375 -0.329
C -1.66809 1.98263 -4.05130 -0.255
C -3.01193 1.29104 -4.19611 -0.911
H 1.13081 0.75436 -5.33939 0.319
H 0.55922 -0.87276 -5.74730 0.416
H -0.44804 0.53494 -6.09024 0.350
H 0.37121 -0.48467 -3.31466 -0.200
H -1.21923 -0.70433 -4.00911 0.255
H -1.29442 2.32423 -5.02440 0.330
H -1.78961 2.87626 -3.43633 0.153
H -2.95179 0.40404 -4.82894 0.426
H -3.74078 1.96890 -4.64370 0.384
H -3.37786 0.97749 -3.21603 0.069
C 1.94280 -6.12520 5.03736 -1.094
C 1.87796 -4.81592 5.80451 -0.315
O 1.00365 -3.86035 5.23562 -0.379
C -0.35536 -4.23197 5.13339 -0.308
C -1.01715 -4.53407 6.46784 -1.113
H 2.22179 -5.94280 3.99907 0.280
H 2.68167 -6.78882 5.48740 0.393
H 0.98351 -6.64586 5.03420 0.285
H 2.86186 -4.34704 5.79807 0.349
H 1.62051 -4.99365 6.85587 0.315
H -0.47233 -5.07489 4.44281 0.335
H -0.85300 -3.38048 4.66880 0.312
H -0.56933 -5.39983 6.95807 0.269
H -2.07633 -4.74861 6.32116 0.393
H -0.92078 -3.68291 7.14323 0.287
C -6.23585 0.32033 0.89786 -1.044
C -5.42379 -0.27632 -0.23964 -0.390
O -4.41736 0.58070 -0.73801 -0.418
C -3.42201 0.97976 0.18806 -0.048
C -2.62124 -0.16737 0.77819 -1.440
H -6.68003 1.26872 0.59143 0.220
H -7.03418 -0.36273 1.19009 0.415
H -5.62290 0.51424 1.77913 0.268
H -6.08074 -0.47460 -1.08686 0.348
H -4.99428 -1.24001 0.05645 0.361
H -3.86500 1.59721 0.97923 0.259
H -2.74716 1.63074 -0.37020 0.331
H -3.24522 -0.83594 1.37431 0.360
H -1.83566 0.21883 1.42779 0.403
H -2.16161 -0.75944 -0.01393 0.332
C -4.05176 6.71253 -3.20863 -1.040
C -5.31732 5.88225 -3.07346 -0.336
O -5.08635 4.49197 -2.97762 -0.432
C -4.30409 4.06598 -1.87466 0.408
C -4.91533 4.40656 -0.52751 -1.220
H -3.46739 6.37801 -4.06662 0.271
H -4.30327 7.76508 -3.34433 0.402
H -3.41466 6.63250 -2.32711 0.267
H -5.93141 6.01300 -3.96509 0.361
H -5.91827 6.23130 -2.22509 0.309
H -3.28262 4.45627 -1.95397 0.192
H -4.22594 2.98225 -1.96445 -0.179
H -4.99228 5.48398 -0.36931 0.389
H -4.30063 3.99868 0.27516 0.328
H -5.92026 3.98893 -0.44894 0.293
```

***

4.
The following is a quantum chemistry calculation of C3H8NOP in the gas phase, from OMol25.

Computed properties:
- Energy: -590.3553 a.u.
- 2S+1: 1
- SMILES: C=NCPOC
- Maximum force: 3.7 eV Å⁻¹

Geometry as XYZ:
```
14
Properties=species:S:1:pos:R:3:nbo_charge:R:1
C -3.13376 0.02304 -0.03285 -0.066
C 2.53388 -0.34946 0.66552 -0.267
C -0.85182 -0.40324 0.70908 -0.577
N -2.37136 -0.90105 0.30942 -0.382
O 1.49957 0.09154 -0.21382 -0.821
P 0.27953 -0.94129 -0.68637 0.877
H -4.18614 -0.15071 -0.35931 0.168
H -2.78998 0.94899 -0.37004 0.141
H 2.75652 0.62735 1.19713 0.187
H 3.54471 -0.56454 0.25035 0.198
H 1.95891 -1.00337 1.34904 0.183
H -0.78005 0.66447 0.92107 0.201
H -0.59394 -0.77248 1.67914 0.218
H -0.16874 0.05679 -1.68136 -0.059
```